(1)
ORCA calculation (ωB97M-V/def2-TZVPD) on a 10-piece molecular cluster, C14H21Cl27N2O2 overall in a non-equilibrium geometry.

As for the SMILES: NCCCCNC(=O)O.ClC(Cl)Cl.ClC(Cl)Cl.ClC(Cl)Cl.ClC(Cl)Cl.ClC(Cl)Cl.ClC(Cl)Cl.ClC(Cl)Cl.ClC(Cl)Cl.ClC(Cl)Cl.

Each line ends with the Löwdin charge.
Atoms and positions in Å:
N1 -0.4087 2.7114 -2.7346  -0.05
C1 -0.1308 4.1060 -2.2080  -0.28
C2 -1.2770 5.2253 -2.6847  -0.19
C3 -2.6677 4.8442 -1.9051  -0.19
C4 -3.8432 4.2538 -2.9375  -0.29
N2 -4.8374 3.3427 -2.2524  -0.08
C5 -4.4781 1.8786 -2.3708  -0.30
O1 -5.5048 0.9868 -2.3482  -0.02
O2 -3.1260 1.3074 -2.4671  -0.02
H1 0.5100 2.2211 -2.8439  0.07
H2 -0.9435 2.7352 -3.6494  0.07
H3 0.9551 4.3949 -2.5906  0.02
H4 -0.1497 4.0397 -1.0163  0.12
H5 -0.8663 6.2831 -2.3192  0.11
H6 -1.3801 5.2192 -3.8736  0.12
H7 -3.1059 5.8466 -1.4401  0.12
H8 -2.5433 4.0601 -1.0310  0.12
H9 -4.4563 5.2240 -3.2661  0.05
H10 -3.3896 3.7929 -3.9206  0.13
H11 -4.8988 3.6372 -1.2330  0.15
H12 -2.7397 1.4021 -3.3922  0.11
C6 -1.2703 -1.3724 -0.7747  -1.50
Cl1 -1.8590 -2.6604 -1.8395  0.55
Cl2 -1.4204 -1.8526 0.9244  0.53
Cl3 0.4107 -0.9662 -1.1601  0.52
H13 -1.8853 -0.4835 -0.9369  0.00
C7 -3.0126 -5.2919 -4.1647  -1.55
Cl4 -3.9078 -6.6847 -3.5335  0.52
Cl5 -1.3012 -5.6977 -4.3793  0.51
Cl6 -3.7176 -4.7403 -5.6938  0.52
H14 -3.0851 -4.4781 -3.4386  -0.04
C8 1.9839 -2.3717 2.4519  -1.53
Cl7 2.9566 -3.2639 1.2698  0.53
Cl8 2.4949 -2.7656 4.1022  0.52
Cl9 2.1010 -0.6273 2.1642  0.47
H15 0.9392 -2.6708 2.3342  -0.02
C9 0.2026 1.3958 4.9837  -1.52
Cl10 -0.3238 0.2696 3.7211  0.48
Cl11 0.8635 0.5117 6.3698  0.51
Cl12 1.4005 2.5332 4.3429  0.52
H16 -0.6670 1.9654 5.3215  0.02
C10 3.9230 -3.0019 7.5299  -1.54
Cl13 3.0765 -1.7677 8.4784  0.52
Cl14 5.4179 -3.4950 8.3434  0.54
Cl15 2.8737 -4.4028 7.2543  0.52
H17 4.1846 -2.5715 6.5599  0.00
C11 5.6874 -6.6720 5.9692  -1.54
Cl16 4.7922 -8.0648 6.6003  0.53
Cl17 7.3988 -7.0778 5.7545  0.54
Cl18 4.9824 -6.1204 4.4401  0.51
H18 5.6149 -5.8582 6.6952  -0.04
C12 6.8874 -10.1250 3.5104  -1.55
Cl19 5.9922 -11.5177 4.1415  0.51
Cl20 8.5988 -10.5308 3.2957  0.51
Cl21 6.1824 -9.5734 1.9812  0.51
H19 6.8149 -9.3112 4.2364  -0.05
C13 2.7960 6.5986 -4.1868  -1.52
Cl22 2.0852 7.9213 -3.2462  0.52
Cl23 3.1261 5.2028 -3.1464  0.55
Cl24 1.7256 6.1397 -5.5222  0.52
H20 3.7429 6.9457 -4.6081  0.02
C14 -7.5432 5.8846 -4.6571  -1.51
Cl25 -6.5679 4.7061 -3.7629  0.63
Cl26 -6.5630 6.6949 -5.8910  0.51
Cl27 -8.9473 5.0967 -5.3967  0.52
H21 -7.9029 6.6390 -3.9528  0.02



(2)
ORCA calculation (ωB97M-V/def2-TZVPD) on C6H11N in the gas phase in a non-equilibrium geometry.

As for the relative energy (zero: lowest compared OMol25 entry of this formula, charge and spin): 56.48 kcal per mole. As for the SMILES: C=NC(=C)CCC.

Each line ends with the Löwdin charge.
Atoms and positions in Å:
C1 0.4087 -1.0532 2.7644  -0.11
C2 0.6498 -1.1454 1.2407  -0.24
C3 0.5853 0.3202 0.7096  -0.21
C4 0.1771 0.4535 -0.7153  -0.38
C5 0.9928 0.5347 -1.7651  0.05
C6 -1.8085 0.6402 -1.9654  -0.05
N1 -1.2468 0.5000 -0.8468  0.02
H1 -0.6395 -0.8293 3.0085  0.08
H2 0.8897 -0.1266 3.0571  0.05
H3 0.9063 -1.8638 3.3230  0.07
H4 -0.1547 -1.7274 0.7438  0.11
H5 1.6247 -1.4694 0.8486  0.11
H6 1.4737 0.8197 1.1153  0.12
H7 -0.2356 0.8706 1.2001  0.10
H8 0.6720 0.1281 -2.7343  0.06
H9 2.0684 0.4781 -1.6938  0.06
H10 -2.7788 0.1797 -2.2208  0.08
H11 -1.2646 1.0439 -2.8474  0.07



(3)
ORCA calculation (ωB97M-V/def2-TZVPD) on C47H42Br2GeKN7O4S as an isolated structure in a non-equilibrium geometry.

As for the spin multiplicity: 2. The net charge is -1. As for the relative energy (zero: lowest compared OMol25 entry of this formula, charge and spin): 391.56 kcal per mole. Its expectation value of S² is 0.776.

Each line ends with the Löwdin charge.
Atoms and positions in Å:
K1 9.2874 15.8546 16.1687  0.64
O1 17.1637 11.7858 16.3357  -0.01
C1 16.3792 10.6440 16.9022  -0.20
C2 17.0171 9.4764 16.8786  -0.05
C3 16.3755 8.4150 17.5897  -0.08
C4 15.2413 8.7148 18.2592  -0.17
C5 14.6790 9.8790 18.1389  -0.09
C6 15.1553 10.9737 17.5072  -0.13
C7 14.4086 12.2297 17.2522  -0.41
O2 13.1909 11.8501 16.6294  -0.22
N1 14.3611 12.9758 18.4372  0.04
N2 13.8184 14.3248 18.3227  0.07
C8 13.5991 15.1372 19.3841  -0.12
C9 13.1413 16.5318 18.9473  -0.69
Br1 12.4344 16.7347 17.2715  0.88
C10 13.2441 17.5877 19.7318  -0.13
C11 13.8580 17.7730 21.0348  -0.22
C12 13.3994 18.8661 21.7105  -0.06
C13 13.9503 19.2617 22.8941  -0.03
C14 14.9881 18.5278 23.4908  -0.08
C15 15.5097 17.4442 22.8299  -0.07
C16 14.8897 17.0247 21.6365  -0.02
H1 16.8209 12.6317 16.6641  0.07
H2 17.8897 9.0199 16.4487  0.11
H3 16.8081 7.2901 17.2489  0.17
H4 14.7690 7.7464 18.3568  0.11
H5 13.6788 10.0367 18.9164  0.20
H6 15.0037 12.8438 16.6145  0.12
H7 14.4568 12.5727 19.3273  0.11
H8 13.8053 14.7467 20.2358  0.04
H9 12.7105 18.6873 19.4283  0.18
H10 12.7323 19.3786 21.4057  0.01
H11 13.6760 20.2343 23.4009  0.13
H12 15.4486 18.9332 24.1537  0.00
H13 16.3289 16.7827 23.2047  0.12
H14 15.4085 16.2409 21.0033  0.12
C17 5.2245 13.5338 17.7932  -0.01
C18 6.7271 13.7757 17.5161  -0.29
N3 7.0763 14.1348 16.3830  0.04
N4 6.1769 14.9817 15.6230  0.00
C19 6.3147 15.2467 14.3659  -0.99
N5 5.4729 16.2529 13.8458  0.06
S1 7.2715 14.4249 13.3602  0.70
C20 7.7551 13.5194 18.5485  -0.41
C21 7.4120 12.6264 19.5691  -0.06
C22 8.5388 12.3456 20.5860  -0.17
C23 9.8015 12.6708 20.2506  -0.15
C24 10.0552 13.3979 18.8902  -0.16
N6 8.9159 13.7715 18.1268  -0.01
H15 4.6219 13.2683 16.8222  0.12
H16 5.1005 12.7935 18.5574  0.04
H17 4.8748 14.3981 18.1737  0.03
H18 5.6589 15.6402 16.1525  0.14
H19 5.6958 17.1585 14.0956  0.02
H20 5.4161 16.0243 12.8526  0.06
H21 6.4202 12.1753 20.0338  0.10
H22 8.5316 11.8567 21.4952  0.04
H23 11.1266 13.0556 20.8506  0.17
H24 11.0573 13.8974 18.9051  0.03
C25 12.3613 14.0799 14.7115  -0.18
Ge1 12.7833 12.1405 14.8974  0.91
C26 14.2580 11.3404 13.6962  -0.27
C27 14.9316 10.1742 14.0614  -0.13
C28 16.1487 9.8060 13.5483  -0.12
C29 16.8785 10.6708 12.6655  -0.10
C30 16.1470 11.7914 12.3621  -0.13
C31 14.8529 12.1589 12.8367  -0.14
C32 11.1005 11.3037 14.9944  -0.14
C33 10.5243 10.6996 16.2287  -0.06
C34 9.2234 10.2089 16.1913  -0.09
C35 8.3863 10.3926 15.0768  -0.02
C36 8.8766 10.9782 13.9401  -0.21
C37 8.0365 11.3112 12.8360  -0.08
C38 8.6225 11.8032 11.7090  -0.13
C39 9.9892 12.0670 11.6736  -0.10
C40 10.8039 11.9147 12.7138  -0.14
C41 10.1970 11.3555 13.7596  -0.19
H25 11.5849 14.2385 13.9597  0.01
H26 13.3360 14.8401 14.4664  0.10
H27 11.9016 14.1826 15.7131  -0.02
H28 14.2378 9.5726 14.9515  0.18
H29 16.6966 8.9837 14.0165  0.09
H30 17.9405 10.3753 12.0427  0.17
H31 16.7323 12.5556 11.6563  0.13
H32 14.5086 13.1326 12.7279  0.07
H33 11.1239 10.3214 17.1232  0.12
H34 8.7564 9.9341 17.1245  0.10
H35 7.3223 10.1022 14.9919  0.12
H36 7.0393 10.9226 12.7157  0.11
H37 8.0675 11.9721 10.7777  0.11
H38 10.4961 12.5322 10.7097  0.15
H39 11.8755 11.8862 12.5405  0.10
Br2 6.3993 22.2371 11.6933  0.65
C42 7.1652 21.7989 13.4200  -0.63
C43 7.8127 22.7675 14.2036  -0.19
N7 8.4432 22.4975 15.3651  0.05
C44 8.4447 21.2548 15.8123  -0.10
C45 7.7990 20.2281 15.1269  -0.11
C46 7.1724 20.4832 13.9212  -0.06
C47 8.1649 18.7597 15.5018  -0.63
O3 9.3369 18.6298 15.9734  -0.11
O4 7.2785 17.8842 15.3061  -0.08
H40 8.0616 23.6845 13.7489  0.08
H41 9.0107 21.1188 16.7691  0.13
H42 6.6024 19.6546 13.4507  0.12



One value per record, in order, for E_tot: -13231.01858; -289.88168; -10723.01002 a.u..